DFT (ωB97M-V with the def2-TZVPD basis set) results for a cluster of 2 separate species, C4H8N2 in total.

Strongest force on any atom ... 0.0104 Eh/bohr
Spin multiplicity ... 1
Orbital gap ... 8.5 eV
Net charge ... 0
LUMO level ... 0.0 eV
E ... -266.50731 a.u.

Each line ends with the Löwdin charge.
Geometry (Å):
1 C -0.961 -0.831 -1.866  -0.216
2 N -1.472 0.329 -1.773  -0.018
3 C 1.170 -0.713 -0.207  0.151
4 C 0.929 -0.244 1.108  -0.405
5 C 0.286 1.136 0.837  -0.119
6 N -0.460 0.074 1.463  0.016
7 H -0.212 -1.036 -2.633  0.051
8 H -1.222 -1.685 -1.232  0.061
9 H -2.122 0.336 -0.983  0.029
10 H 2.260 -0.645 -0.379  0.032
11 H 1.666 -0.229 1.914  0.127
12 H -0.045 1.422 -0.159  0.080
13 H 0.735 1.923 1.444  0.112
14 H -0.518 0.229 2.468  0.100



DFT (ωB97M-V with the def2-TZVPD basis set) results for the molecule C4H8N2 in a non-equilibrium geometry.

SMILES ... [H]/N=C\NC(=C)C
Strongest force on any atom ... 0.0656 Eh/bohr
Spin multiplicity ... 1
Orbital gap ... 9.4 eV
Net charge ... 0
LUMO level ... 1.0 eV
E ... -266.65980 a.u.

Each line ends with the Löwdin charge.
Geometry (Å):
1 H 3.178 -1.225 0.393  0.094
2 N 2.983 -0.148 0.101  0.025
3 C 1.754 0.165 -0.139  -0.314
4 N 0.591 -0.675 -0.231  0.026
5 C -0.741 -0.248 -0.120  -0.432
6 C -1.849 -0.999 0.064  0.011
7 C -0.876 1.266 -0.012  -0.085
8 H 1.515 1.313 -0.224  0.124
9 H 0.916 -1.692 -0.248  0.166
10 H -1.794 -2.081 0.031  0.042
11 H -2.869 -0.539 0.178  0.071
12 H -0.691 1.517 1.080  0.104
13 H -1.994 1.536 -0.235  0.110
14 H -0.124 1.810 -0.637  0.058